# C26H56N8O6

A 8-piece molecular cluster, C26H56N8O6 overall at a distorted geometry (ωB97M-V with the def2-TZVPD basis set, the OMol25 dataset).

Last column: Mulliken charge in e.
CARTESIAN COORDINATES (ANGSTROEM)
C1 -4.13 -3.27 -2.85  -1.340
C2 -3.90 -1.87 -2.23  -0.153
C3 -3.74 -1.95 -0.66  0.144
C4 -2.83 -2.91 -0.11  0.321
N1 -2.10 -3.72 0.21  -0.425
H1 -4.88 -3.72 -2.21  0.334
H2 -3.17 -3.85 -2.78  0.294
H3 -4.40 -3.21 -3.89  0.426
H4 -4.76 -1.19 -2.35  0.434
H5 -3.07 -1.43 -2.77  -0.039
H6 -4.73 -1.98 -0.23  0.696
H7 -3.40 -0.94 -0.37  -0.581
C5 1.96 1.07 -4.84  -1.047
C6 2.78 1.56 -3.63  0.226
C7 3.79 2.61 -4.07  -0.566
C8 3.19 3.79 -4.72  0.250
N2 2.56 4.62 -5.24  -0.467
H8 2.52 0.41 -5.52  0.343
H9 1.67 2.01 -5.29  0.364
H10 1.12 0.46 -4.57  0.137
H11 3.29 0.76 -3.11  0.341
H12 2.04 2.01 -2.95  -0.142
H13 4.46 2.18 -4.82  0.331
H14 4.32 2.91 -3.15  0.283
C9 2.86 0.20 0.47  -0.179
O1 1.81 -0.40 0.20  -0.384
N3 2.98 1.51 0.55  0.279
C10 4.16 2.12 1.15  -1.018
C11 1.77 2.41 0.42  -0.459
H15 3.81 -0.27 0.57  0.499
H16 4.61 2.82 0.44  0.293
H17 4.89 1.35 1.27  0.419
H18 3.97 2.51 2.15  0.283
H19 1.57 2.84 1.40  0.296
H20 1.97 3.21 -0.27  0.311
H21 1.01 1.67 0.15  -0.394
C12 -0.60 4.36 2.45  -0.109
O2 0.61 4.43 2.69  -0.589
N4 -1.39 3.22 2.52  0.508
C13 -2.87 3.38 2.56  -0.850
C14 -0.93 1.96 3.09  -0.704
H22 -1.18 5.27 2.28  0.395
H23 -3.28 3.05 3.54  0.319
H24 -3.27 2.74 1.78  0.193
H25 -3.21 4.41 2.26  0.292
H26 -1.48 1.13 2.64  0.152
H27 0.14 1.98 2.78  -0.042
H28 -1.00 1.89 4.19  0.427
C15 -3.57 3.02 -1.28  0.256
O3 -4.68 3.08 -1.76  -0.664
N5 -2.79 4.12 -1.11  0.328
C16 -1.31 3.92 -1.01  -0.525
C17 -3.26 5.36 -1.59  -1.029
H29 -3.14 2.12 -0.82  0.262
H30 -0.92 4.61 -0.24  0.273
H31 -0.73 4.02 -1.96  0.422
H32 -1.03 2.94 -0.67  -0.304
H33 -2.92 6.09 -0.86  0.325
H34 -2.98 5.74 -2.59  0.309
H35 -4.36 5.24 -1.57  0.328
C18 -0.12 -1.65 5.68  0.147
O4 0.07 -0.55 6.15  -0.547
N6 0.48 -2.12 4.53  0.121
C19 0.36 -3.48 4.13  -0.553
C20 1.46 -1.29 3.84  -0.669
H36 -0.87 -2.38 6.11  0.239
H37 0.13 -3.38 3.10  -0.011
H38 -0.51 -3.88 4.65  0.327
H39 1.21 -4.08 4.41  0.293
H40 1.61 -0.42 4.43  0.341
H41 2.43 -1.77 3.85  0.363
H42 1.07 -1.16 2.83  -0.035
C21 2.80 -6.66 0.97  0.121
O5 3.90 -6.79 1.47  -0.557
N7 2.12 -5.46 0.74  0.123
C22 0.69 -5.52 0.53  -0.527
C23 2.76 -4.23 0.98  -0.674
H43 2.23 -7.53 0.59  0.280
H44 0.12 -5.16 1.45  0.167
H45 0.36 -6.53 0.23  0.320
H46 0.43 -4.88 -0.36  0.100
H47 3.86 -4.35 1.08  0.323
H48 2.56 -3.53 0.18  0.203
H49 2.47 -3.77 1.99  0.146
C24 -0.77 -0.45 -0.05  -0.858
O6 -1.23 0.67 0.13  -0.127
N8 -0.72 -1.02 -1.28  1.471
C25 -0.84 -0.21 -2.47  -0.923
C26 0.14 -2.21 -1.46  -1.049
H50 -0.41 -1.09 0.78  0.233
H51 -1.75 0.44 -2.48  0.236
H52 -0.90 -0.86 -3.35  0.612
H53 0.05 0.48 -2.56  -0.435
H54 1.20 -1.99 -1.72  0.297
H55 0.14 -2.71 -0.51  -0.022
H56 -0.35 -2.87 -2.21  0.439

## Properties
HOMO = -0.341 hartree
ΔE to the lowest compared entry with this formula, charge and spin = 6.67 kcal per mole
orbital gap = 9.56 eV
multiplicity = 1

# C26H57B2N2O5

A 3-piece molecular cluster, C26H57B2N2O5 overall at a distorted geometry (ωB97M-V with the def2-TZVPD basis set, the OMol25 dataset).

Last column: Mulliken charge in e.
CARTESIAN COORDINATES (ANGSTROEM)
C1 3.36 -0.43 0.83  -0.600
O1 1.97 -0.42 1.11  -0.613
B1 1.13 0.13 0.14  0.408
O2 1.73 1.14 -0.63  -0.814
B2 -0.48 -0.39 -0.16  1.454
O3 -1.39 -0.39 1.07  -0.741
C2 -2.12 0.75 1.32  -1.064
C3 -3.64 0.57 1.06  1.511
C4 -4.31 1.94 1.16  -1.914
C5 -3.88 -0.11 -0.28  -0.873
C6 -5.19 -0.90 -0.44  0.806
C7 -5.38 -1.92 0.69  -1.699
C8 -6.46 -0.03 -0.63  -1.590
H1 3.84 -1.11 1.53  0.225
H2 3.81 0.56 0.93  0.237
H3 3.56 -0.78 -0.18  0.153
H4 1.23 1.14 -1.45  0.298
H5 -0.99 0.33 -1.05  -0.360
H6 -0.43 -1.54 -0.59  -0.470
H7 -1.77 1.61 0.73  0.359
H8 -2.02 1.04 2.37  0.066
H9 -4.04 -0.03 1.88  0.200
H10 -5.38 1.91 0.97  0.442
H11 -3.83 2.63 0.46  0.366
H12 -4.17 2.36 2.16  0.422
H13 -3.82 0.64 -1.07  0.305
H14 -3.06 -0.80 -0.47  0.120
H15 -5.08 -1.48 -1.36  0.386
H16 -4.42 -2.36 0.96  0.338
H17 -6.03 -2.73 0.35  0.432
H18 -5.85 -1.47 1.56  0.368
H19 -6.21 0.99 -0.90  0.366
H20 -7.07 -0.43 -1.44  0.390
H21 -7.08 -0.04 0.26  0.307
C9 3.39 5.57 2.85  -1.791
C10 2.07 5.44 3.64  1.897
C11 2.32 5.47 5.15  -1.323
C12 2.94 4.19 5.69  -0.493
C13 2.13 2.96 5.26  -1.387
C14 1.90 2.88 3.75  2.096
N1 1.34 4.19 3.28  0.464
O4 0.08 4.29 3.49  -0.625
C15 3.21 2.53 3.03  -1.751
C16 0.92 1.77 3.42  -1.940
C17 1.20 6.63 3.24  -1.983
H22 3.59 6.61 2.61  0.494
H23 4.25 5.21 3.42  0.320
H24 3.35 5.02 1.92  0.297
H25 1.37 5.64 5.66  0.400
H26 2.96 6.33 5.37  0.344
H27 3.98 4.09 5.34  0.298
H28 2.99 4.24 6.78  0.405
H29 2.63 2.05 5.58  0.400
H30 1.16 2.99 5.77  0.367
H31 3.07 2.59 1.95  0.305
H32 3.47 1.50 3.26  0.491
H33 4.05 3.15 3.31  0.250
H34 -0.02 1.86 3.95  0.415
H35 1.37 0.81 3.68  0.447
H36 0.71 1.75 2.35  0.204
H37 0.95 6.60 2.18  0.456
H38 1.75 7.55 3.45  0.469
H39 0.27 6.66 3.81  0.375
C18 1.23 -3.52 -6.25  -1.840
C19 1.57 -3.31 -4.76  2.023
C20 2.48 -4.43 -4.24  -1.316
C21 1.77 -5.77 -4.05  -0.450
C22 0.52 -5.60 -3.18  -1.326
C23 -0.43 -4.52 -3.69  1.873
N2 0.33 -3.25 -3.92  0.255
O5 0.52 -2.63 -2.82  -0.473
C24 -1.14 -5.00 -4.97  -1.787
C25 -1.51 -4.24 -2.66  -2.077
C26 2.28 -1.97 -4.63  -1.998
H40 1.93 -2.98 -6.87  0.496
H41 1.28 -4.57 -6.55  0.310
H42 0.23 -3.15 -6.48  0.323
H43 2.90 -4.12 -3.28  0.383
H44 3.32 -4.54 -4.94  0.345
H45 1.50 -6.20 -5.02  0.311
H46 2.45 -6.47 -3.58  0.372
H47 -0.02 -6.54 -3.11  0.414
H48 0.84 -5.34 -2.17  0.339
H49 -1.72 -4.19 -5.41  0.364
H50 -1.82 -5.81 -4.72  0.448
H51 -0.46 -5.38 -5.73  0.317
H52 -1.09 -3.98 -1.69  0.334
H53 -2.13 -5.13 -2.54  0.437
H54 -2.15 -3.42 -2.97  0.542
H55 1.63 -1.15 -4.94  0.466
H56 3.16 -1.99 -5.28  0.482
H57 2.62 -1.78 -3.61  0.308

## Properties
HOMO (alpha / beta) = -0.125 / -0.125 hartree
total charge = -1
orbital gap (alpha / beta) = 5.93 / 5.92 eV
multiplicity = 3
⟨S²⟩ = 2.008

# C26H57B2N2O9S3

A 2-piece molecular cluster, C26H57B2N2O9S3 overall at a distorted geometry (ωB97M-V with the def2-TZVPD basis set, the OMol25 dataset).

Last column: Mulliken charge in e.
CARTESIAN COORDINATES (ANGSTROEM)
C1 6.63 2.98 3.04  -1.390
C2 7.16 1.82 2.18  -0.299
C3 6.16 1.47 1.06  -0.909
C4 5.90 -0.03 0.91  -0.517
C5 4.50 -0.47 1.37  -0.819
C6 3.61 -0.95 0.22  -0.637
C7 2.13 -0.80 0.61  -0.283
C8 1.22 -1.89 0.01  -1.840
N1 -0.01 -1.41 -0.65  0.241
C9 -0.83 -0.68 0.36  -2.025
C10 -2.37 -0.80 0.24  2.965
C11 -2.88 -1.97 -0.58  -0.679
C12 -3.07 -3.29 0.19  -1.264
C13 -3.66 -3.15 1.59  -0.952
C14 -4.90 -2.25 1.69  0.034
C15 -6.23 -3.00 1.89  -0.400
C16 -7.15 -2.19 2.82  -1.169
C17 0.21 -0.74 -1.81  0.387
S1 1.59 -0.85 -2.70  -0.261
S2 -1.14 0.21 -2.54  -0.286
C18 -1.05 1.88 -1.84  -0.496
C19 -2.48 2.42 -1.85  0.509
C20 -2.57 3.94 -1.55  -1.155
B1 -3.68 4.16 -0.42  1.282
O1 -3.46 3.40 0.86  -0.780
C21 -4.65 3.58 1.50  -0.483
N2 -4.82 2.64 2.62  -0.599
C22 -5.76 3.45 0.38  0.749
C23 -6.33 2.00 0.25  -0.814
O2 -5.94 1.43 -0.98  -0.281
O3 -5.87 0.02 -0.78  -0.492
B2 -6.91 4.47 0.75  0.797
O4 -7.16 5.60 -0.01  -0.653
O5 -7.69 4.29 1.87  -0.616
O6 -5.05 3.75 -0.78  -0.855
H1 6.40 3.81 2.38  0.340
H2 7.34 3.27 3.80  0.383
H3 5.70 2.65 3.50  0.355
H4 7.39 0.96 2.80  0.337
H5 8.09 2.17 1.75  0.260
H6 6.60 1.83 0.13  0.327
H7 5.26 2.05 1.24  0.500
H8 6.63 -0.56 1.51  0.430
H9 6.03 -0.35 -0.12  0.251
H10 3.99 0.39 1.79  0.398
H11 4.52 -1.25 2.13  0.381
H12 3.80 -0.36 -0.66  0.352
H13 3.82 -1.98 -0.03  0.295
H14 1.82 0.16 0.20  0.335
H15 2.02 -0.74 1.69  0.537
H16 1.78 -2.55 -0.64  0.604
H17 0.90 -2.51 0.84  0.500
H18 -0.55 0.36 0.37  0.263
H19 -0.56 -1.05 1.34  0.801
H20 -2.78 -0.77 1.25  0.656
H21 -2.72 0.10 -0.24  -2.627
H22 -2.28 -2.17 -1.45  0.669
H23 -3.86 -1.69 -0.96  0.329
H24 -2.15 -3.86 0.19  0.371
H25 -3.77 -3.89 -0.39  0.435
H26 -3.93 -4.14 1.96  0.553
H27 -2.87 -2.79 2.25  0.311
H28 -5.00 -1.57 0.86  0.021
H29 -4.77 -1.62 2.57  0.320
H30 -6.07 -4.01 2.25  0.327
H31 -6.74 -3.02 0.93  0.284
H32 -8.20 -2.30 2.56  0.366
H33 -6.91 -1.14 2.69  0.227
H34 -6.96 -2.42 3.86  0.319
H35 -0.39 2.53 -2.39  0.622
H36 -0.72 1.90 -0.81  0.341
H37 -2.95 2.13 -2.79  0.464
H38 -3.01 1.91 -1.06  -0.782
H39 -2.87 4.44 -2.47  0.147
H40 -1.58 4.29 -1.24  0.326
H41 -3.68 5.37 -0.07  -0.480
H42 -4.68 4.58 1.96  0.395
H43 -4.62 3.12 3.49  0.313
H44 -4.13 1.91 2.48  0.135
H45 -7.42 2.01 0.29  0.401
H46 -5.96 1.38 1.07  0.204
H47 -4.93 -0.14 -0.95  0.102
H48 -6.35 6.15 -0.01  0.324
H49 -7.88 3.35 1.99  0.284
O7 8.00 -4.84 -2.52  -0.661
S3 8.20 -3.43 -2.48  1.137
O8 7.38 -2.60 -1.66  -0.476
O9 8.17 -2.86 -3.97  -0.273
C24 7.02 -3.18 -4.78  -0.397
C25 5.81 -2.34 -4.43  -0.910
C26 9.89 -3.08 -2.15  -0.980
H50 6.81 -4.25 -4.71  0.339
H51 7.33 -2.98 -5.81  0.267
H52 5.43 -2.59 -3.44  0.255
H53 5.01 -2.52 -5.15  0.398
H54 6.06 -1.28 -4.43  0.270
H55 10.51 -3.68 -2.81  0.341
H56 10.07 -3.35 -1.11  0.364
H57 10.07 -2.02 -2.30  0.313

## Properties
HOMO = -0.169 hartree
total charge = -1
orbital gap = 6.25 eV
multiplicity = 1

# C26H57BCl18N3O4P

A 10-piece molecular cluster, C26H57BCl18N3O4P overall at a distorted geometry (ωB97M-V with the def2-TZVPD basis set, the OMol25 dataset).

Last column: Mulliken charge in e.
CARTESIAN COORDINATES (ANGSTROEM)
C1 3.59 4.23 0.25  -0.628
O1 4.01 2.84 0.33  -0.136
C2 4.68 2.44 -0.90  -0.640
C3 4.13 0.94 -1.19  -0.210
O2 2.70 0.98 -0.98  -0.014
C4 1.96 0.71 -2.19  -0.016
C5 0.42 0.49 -1.73  -0.380
C6 0.23 0.98 -0.24  0.453
O3 0.20 2.23 -0.06  -0.688
N1 0.13 0.15 0.94  0.194
C7 -0.23 -1.28 0.60  -0.161
C8 -0.93 0.60 1.89  -0.317
B1 1.94 1.91 -3.28  0.796
N2 2.21 3.35 -3.01  -0.428
O4 1.60 1.57 -4.66  -0.730
P1 4.81 -0.12 0.25  0.629
N3 4.89 -1.69 -0.06  -0.912
H1 2.92 4.35 -0.66  0.113
H2 3.02 4.44 1.21  0.221
H3 4.51 4.89 0.24  0.278
H4 5.79 2.34 -0.62  0.171
H5 4.50 3.15 -1.76  0.477
H6 4.46 0.54 -2.20  0.402
H7 2.26 -0.24 -2.74  0.115
H8 0.05 -0.56 -1.94  0.302
H9 -0.23 1.18 -2.38  0.113
H10 0.61 -1.82 0.06  0.191
H11 -1.11 -1.21 -0.13  0.126
H12 -0.57 -1.78 1.56  -0.302
H13 -1.93 0.24 1.48  0.292
H14 -0.90 1.70 2.14  0.331
H15 -0.73 0.05 2.87  -0.224
H16 2.35 3.79 -3.93  -0.077
H17 1.43 3.82 -2.53  0.261
H18 0.61 1.57 -4.70  0.083
H19 4.00 0.20 1.39  0.108
H20 6.15 0.38 0.49  -0.112
H21 5.90 -1.91 0.01  0.235
Cl1 -1.28 -0.84 5.09  -0.170
C9 -0.82 -2.39 5.83  -0.454
C10 0.67 -2.67 5.70  -0.497
Cl2 1.14 -2.99 4.02  -0.162
H22 -1.41 -3.18 5.37  0.302
H23 -1.09 -2.33 6.89  0.317
H24 0.93 -3.55 6.28  0.346
H25 1.26 -1.83 6.07  0.302
Cl3 -0.99 1.26 8.43  -0.193
C11 -2.04 1.93 7.16  -0.150
C12 -3.37 2.42 7.70  -0.426
Cl4 -4.39 1.08 8.28  -0.194
H26 -2.18 1.16 6.40  0.027
H27 -1.50 2.76 6.70  0.310
H28 -3.93 2.93 6.92  0.293
H29 -3.23 3.11 8.53  0.324
Cl5 -3.37 -2.08 -1.23  -0.158
C13 -4.07 -3.40 -0.26  -0.095
C14 -4.24 -3.02 1.19  -0.622
Cl6 -2.68 -2.83 2.04  -0.063
H30 -3.43 -4.28 -0.37  0.311
H31 -5.04 -3.63 -0.70  -0.047
H32 -4.79 -3.80 1.72  0.348
H33 -4.80 -2.09 1.30  0.324
Cl7 5.85 -1.77 3.40  -0.135
C15 7.22 -0.63 3.49  -0.257
C16 6.87 0.63 4.26  -0.502
Cl8 5.69 1.64 3.39  -0.078
H34 7.54 -0.40 2.47  0.068
H35 8.03 -1.16 3.99  0.387
H36 7.76 1.23 4.40  0.237
H37 6.45 0.39 5.24  0.389
Cl9 -3.95 -0.49 -6.81  -0.190
C17 -2.23 -0.95 -6.85  -0.507
C18 -1.58 -0.86 -5.48  -0.262
Cl10 -1.43 0.82 -4.92  -0.196
H38 -1.73 -0.31 -7.58  0.325
H39 -2.19 -1.98 -7.21  0.345
H40 -0.57 -1.28 -5.53  0.293
H41 -2.15 -1.42 -4.73  0.243
Cl11 -5.66 -4.26 -3.65  -0.170
C19 -7.43 -4.46 -3.60  -0.442
C20 -8.12 -3.29 -2.94  -0.491
Cl12 -7.78 -3.19 -1.20  -0.186
H42 -7.65 -5.40 -3.08  0.212
H43 -7.77 -4.56 -4.63  0.367
H44 -9.21 -3.39 -3.05  0.324
H45 -7.82 -2.34 -3.40  0.382
Cl13 1.31 6.96 -4.71  -0.174
C21 1.47 6.62 -6.45  -0.393
C22 1.70 5.15 -6.72  -0.450
Cl14 3.30 4.60 -6.16  -0.191
H46 2.29 7.23 -6.84  0.307
H47 0.55 6.94 -6.92  0.297
H48 1.67 4.96 -7.80  0.364
H49 0.94 4.53 -6.24  0.273
Cl15 10.69 1.57 3.19  -0.191
C23 9.89 2.77 2.15  -0.585
C24 8.82 2.15 1.28  0.380
Cl16 9.50 1.08 0.03  -0.192
H50 10.66 3.27 1.55  0.419
H51 9.44 3.52 2.81  0.322
H52 8.27 2.94 0.75  0.290
H53 8.11 1.57 1.87  -0.520
Cl17 -12.67 -4.09 -0.66  -0.180
C25 -12.18 -5.63 0.09  -0.422
C26 -10.69 -5.87 -0.05  -0.384
Cl18 -10.21 -6.19 -1.73  -0.188
H54 -12.76 -6.43 -0.36  0.310
H55 -12.45 -5.56 1.15  0.295
H56 -10.41 -6.75 0.53  0.327
H57 -10.11 -5.03 0.32  0.246

## Properties
HOMO = -0.278 hartree
orbital gap = 7.94 eV
multiplicity = 1

# C26H57BClFNO12P2

A 2-piece molecular cluster, C26H57BClFNO12P2 overall (ωB97M-V with the def2-TZVPD basis set, the OMol25 dataset).

Last column: Mulliken charge in e.
CARTESIAN COORDINATES (ANGSTROEM)
C1 4.50 4.40 -1.22  -0.936
C2 3.91 4.11 0.17  -0.550
O1 2.89 3.11 0.12  0.022
C3 1.65 3.52 0.60  -1.194
C4 0.60 2.44 0.50  -0.129
O2 -0.02 2.19 -0.78  -0.090
C5 0.34 1.45 -1.89  1.223
C6 0.51 2.49 -3.05  -1.698
O3 1.38 3.50 -2.64  -0.010
C7 0.82 4.79 -2.71  -0.956
C8 1.55 0.41 -1.80  0.036
Cl1 3.03 1.07 -2.56  -0.310
O4 1.71 0.06 -0.51  1.412
C9 3.02 -0.30 0.00  -2.660
C10 2.88 -0.72 1.47  2.483
C11 3.43 -2.13 1.75  -1.829
C12 3.59 0.31 2.37  -1.214
C13 3.10 0.34 3.83  0.782
C14 1.61 0.68 3.90  -1.133
C15 3.90 1.39 4.59  -1.705
O5 1.30 -0.70 -2.63  -0.338
C16 0.20 -1.58 -2.34  -0.410
O6 -0.26 -2.00 -3.61  -0.594
B1 0.78 -2.93 -1.60  0.814
O7 1.32 -2.82 -0.35  -0.430
O8 0.73 -4.12 -2.23  -0.767
C17 1.64 -4.46 -3.29  -0.199
C18 3.09 -4.23 -2.90  -0.942
C19 -0.98 -0.83 -1.66  0.132
C20 -1.21 -1.05 -0.14  -0.280
C21 -2.65 -1.33 0.27  -2.062
F1 -0.75 0.01 0.64  -0.457
N1 -0.99 0.62 -2.18  0.942
C22 -1.27 0.59 -3.67  -1.669
P1 -2.35 1.57 -1.27  -0.149
P2 -4.10 0.79 -2.37  0.857
O9 -3.98 -0.65 -2.59  -0.587
O10 -4.41 1.60 -3.73  -0.526
O11 -5.24 1.27 -1.36  -0.462
H1 5.58 4.24 -1.23  0.300
H2 4.30 5.42 -1.54  0.305
H3 4.05 3.73 -1.94  0.130
H4 3.49 5.03 0.60  0.462
H5 4.68 3.77 0.86  0.363
H6 1.70 3.73 1.68  0.666
H7 1.31 4.45 0.12  0.539
H8 0.93 1.53 0.97  -0.438
H9 -0.24 2.79 1.10  0.300
H10 -0.47 2.93 -3.23  0.731
H11 0.89 2.02 -3.96  0.390
H12 0.54 5.04 -3.74  0.338
H13 1.58 5.49 -2.37  0.213
H14 -0.06 4.89 -2.06  0.360
H15 3.64 0.59 -0.08  0.847
H16 3.45 -1.10 -0.61  0.440
H17 1.82 -0.71 1.73  -0.463
H18 3.65 -2.68 0.83  0.418
H19 2.70 -2.74 2.29  0.296
H20 4.32 -2.10 2.37  0.428
H21 4.66 0.07 2.37  0.695
H22 3.50 1.32 1.96  -0.460
H23 3.27 -0.64 4.29  0.361
H24 0.96 -0.19 3.81  0.279
H25 1.38 1.17 4.85  0.545
H26 1.35 1.40 3.11  0.005
H27 3.80 1.28 5.67  0.431
H28 4.96 1.35 4.34  0.433
H29 3.55 2.39 4.31  0.295
H30 0.34 -1.65 -4.27  0.489
H31 1.21 -3.63 0.17  0.311
H32 1.46 -5.50 -3.53  0.397
H33 1.38 -3.88 -4.18  0.133
H34 3.26 -4.45 -1.84  0.206
H35 3.74 -4.87 -3.50  0.417
H36 3.40 -3.19 -3.07  0.211
H37 -1.86 -1.28 -2.12  1.146
H38 -0.61 -1.91 0.15  0.328
H39 -2.64 -1.86 1.23  0.691
H40 -3.22 -0.41 0.42  0.448
H41 -3.15 -1.98 -0.45  0.457
H42 -1.69 1.54 -3.98  0.460
H43 -2.00 -0.19 -3.86  0.431
H44 -0.37 0.36 -4.21  0.452
H45 -2.22 2.80 -1.94  0.079
H46 -4.14 2.53 -3.71  0.351
H47 -6.00 1.68 -1.81  0.357
C23 -6.67 -4.36 3.72  -1.022
C24 -5.25 -3.82 3.76  -0.383
O12 -4.85 -3.16 2.57  -0.336
C25 -5.62 -2.02 2.21  -0.065
C26 -5.62 -0.91 3.24  -1.195
H48 -6.80 -5.05 2.88  0.289
H49 -6.88 -4.91 4.64  0.391
H50 -7.41 -3.57 3.63  0.267
H51 -4.55 -4.65 3.87  0.326
H52 -5.12 -3.17 4.63  0.310
H53 -6.64 -2.31 1.95  0.337
H54 -5.16 -1.67 1.29  0.032
H55 -6.09 -1.21 4.17  0.362
H56 -6.17 -0.05 2.85  0.395
H57 -4.60 -0.59 3.46  0.299

## Properties
HOMO = -0.419 hartree
total charge = +1
orbital gap = 8.77 eV
multiplicity = 1